DFT (wB97M-V/def2-TZVPD) results for a 3-piece molecular cluster, C17H38INO5P overall.

frontier orbital gap = 5.09 eV
net charge = -1
lowest unoccupied orbital energy = 2.6 eV
E_tot = -1740.5095 a.u.

Atoms and positions in Å:
C 0.0288 1.2586 -0.4618
C 0.6154 1.0532 0.9264
I 1.4386 2.9333 1.5875
C 1.6680 -0.0773 1.0221
C 2.7970 -0.0674 0.0251
C 2.7893 -1.1815 -1.0526
C 1.4295 -1.5904 -1.6653
C 1.1476 -3.0983 -1.6480
C 0.4001 -3.5020 -0.3937
O 0.5252 -4.9209 -0.1163
C 1.6128 -5.2508 0.6021
O 2.2755 -6.2211 0.3868
P 4.4018 -0.1396 0.7098
N 4.5086 -1.4735 1.9080
O 4.3349 1.0407 1.9035
H -0.7396 0.5014 -0.6528
H 0.8287 1.1531 -1.1972
H -0.4315 2.2388 -0.5824
H -0.1825 0.8549 1.6425
H 2.0413 -0.0323 2.0540
H 1.0544 -0.9981 0.9726
H 3.4235 -0.8394 -1.8765
H 3.2615 -2.1296 -0.7146
H 0.6158 -1.0672 -1.1627
H 1.3890 -1.2694 -2.7093
H 0.5635 -3.3965 -2.5223
H 2.0819 -3.6648 -1.6937
H 0.7645 -2.9349 0.4694
H -0.6719 -3.3374 -0.4906
H 1.7999 -4.5645 1.4481
H 3.6048 -1.6853 2.3271
H 4.8432 -2.3168 1.4538
H 4.8538 0.7061 2.6408
C -2.2575 -4.4053 2.0357
C -2.4861 -3.4193 3.1672
O -2.4955 -2.0622 2.7614
C -3.4618 -1.7031 1.7930
C -4.8983 -1.9374 2.2302
H -1.3313 -4.1845 1.5088
H -2.1916 -5.4186 2.4350
H -3.0704 -4.3920 1.3075
H -1.6668 -3.4799 3.8843
H -3.4060 -3.6700 3.7106
H -3.2684 -2.2144 0.8423
H -3.2947 -0.6397 1.6208
H -5.1111 -2.9952 2.3921
H -5.5797 -1.5775 1.4577
H -5.1091 -1.4004 3.1562
C -1.9020 7.0160 -1.7305
C -0.9581 5.9252 -1.2508
O -0.9926 4.7519 -2.0419
C -0.5777 4.8862 -3.3864
C 0.8624 5.3440 -3.5465
H -2.9262 6.6423 -1.7749
H -1.8695 7.8602 -1.0397
H -1.6324 7.3887 -2.7202
H -1.2520 5.5889 -0.2565
H 0.0642 6.3082 -1.1625
H -1.2539 5.5495 -3.9418
H -0.6923 3.8868 -3.8075
H 1.0198 6.3500 -3.1549
H 1.1290 5.3555 -4.6048
H 1.5363 4.6646 -3.0237

***

DFT (wB97M-V/def2-TZVPD) results for a 2-piece molecular cluster, C17H38N4O5P overall at a distorted geometry.

frontier orbital gap = 9.66 eV
net charge = +1
lowest unoccupied orbital energy = -2.7 eV
E_tot = -1606.9002 a.u.

Atoms and positions in Å:
C 3.8345 -5.1468 1.9692
C 4.3032 -4.1275 0.9284
C 3.3589 -3.9689 -0.2632
C 1.9563 -3.4757 0.1010
C 1.9201 -1.9882 0.4872
C 0.6557 -1.2811 -0.0050
N -0.4973 -1.5773 0.8505
C -0.6515 -1.6830 2.1593
N -1.8961 -1.9962 2.5003
C -2.5542 -2.0761 1.3434
N -3.8328 -2.3776 1.1649
O -4.5755 -2.6732 2.2877
C -5.9860 -2.7759 1.9952
C -6.5087 -4.1723 2.2478
C -5.7800 -5.2508 1.4479
N -1.7264 -1.8079 0.2967
H 3.7332 -6.1378 1.5289
H 4.6097 -5.2241 2.7336
H 2.9322 -4.8317 2.4934
H 5.2486 -4.5050 0.5316
H 4.5376 -3.1744 1.4082
H 3.8065 -3.2462 -0.9531
H 3.2861 -4.9130 -0.8051
H 1.2983 -3.6689 -0.7525
H 1.5722 -4.1046 0.9075
H 2.7686 -1.4811 0.0289
H 1.9911 -1.9194 1.5731
H 0.4358 -1.7169 -0.9805
H 0.7958 -0.2119 -0.1567
H 0.1653 -1.5315 2.8441
H -4.2324 -2.3949 0.2401
H -6.2087 -2.4611 0.9731
H -6.4857 -2.0793 2.6688
H -7.5559 -4.1663 1.9340
H -6.4802 -4.4265 3.3064
H -5.8024 -5.0806 0.3708
H -6.2476 -6.2191 1.6259
H -4.7594 -5.3548 1.8180
H -1.9258 -1.7763 -0.6886
O -0.2978 5.5527 -1.4104
P 0.9945 4.9674 -1.7870
O 0.9456 4.3176 -3.2431
C 0.7820 5.1712 -4.3936
C 1.9586 6.0941 -4.6399
O 1.1295 3.6074 -0.8983
C 0.0989 3.2382 0.0055
C -0.9895 2.4388 -0.6820
O 2.5288 5.3569 -1.6840
C 2.9402 6.3463 -0.7033
C 2.6110 5.9450 0.7188
H -0.1378 5.7493 -4.2753
H 0.6493 4.5033 -5.2423
H 2.0948 6.7984 -3.8179
H 1.7952 6.6746 -5.5476
H 2.8841 5.5273 -4.7378
H -0.3144 4.1132 0.5070
H 0.5723 2.6369 0.7871
H -1.3155 2.8921 -1.6169
H -1.8636 2.3329 -0.0355
H -0.6248 1.4376 -0.9341
H 2.4708 7.3013 -0.9474
H 4.0135 6.4657 -0.8290
H 1.5318 5.8838 0.8775
H 3.0061 6.6839 1.4153
H 3.0332 4.9682 0.9534

***

DFT (wB97M-V/def2-TZVPD) results for a 7-piece molecular cluster, C17H39BBr12NO4P2 overall at a distorted geometry.

frontier orbital gap = 6.33 eV
net charge = -1
lowest unoccupied orbital energy = 1.5 eV
E_tot = -32622.7543 a.u.

Atoms and positions in Å:
N 3.7019 -4.3886 5.3447
C 4.1032 -3.4510 4.2447
C 3.9347 -4.1414 2.8844
C 3.5042 -3.1974 1.7507
B 1.9463 -2.6455 1.8600
C 1.0936 -3.2656 3.1209
C -0.3690 -2.8576 2.9957
O -1.1475 -2.8600 3.9229
P 1.8586 -0.6668 1.7489
P 2.9710 0.2612 3.3368
O 4.3752 -0.1887 3.4657
O 2.1468 0.2596 4.7685
O 2.9468 1.8602 2.9739
H 3.5482 -3.8110 6.1661
H 2.7715 -4.7044 5.0824
H 5.1273 -3.1207 4.3896
H 3.4539 -2.5761 4.2786
H 4.9149 -4.5653 2.6266
H 3.2652 -4.9973 2.9767
H 4.1980 -2.3562 1.6627
H 3.6094 -3.7686 0.8213
H 1.3620 -2.9788 0.8361
H 1.3970 -2.9184 4.1149
H 1.0953 -4.3598 3.1407
H -0.6999 -2.5309 1.9929
H 0.5314 -0.2897 2.0877
H 1.6794 -0.5827 4.8034
H 2.5856 2.3725 3.7041
Br 1.1553 3.5681 0.6622
C 0.4976 2.1530 -0.5044
C -1.0047 2.0520 -0.4987
Br -1.6941 1.2414 1.1302
H 0.9923 1.2401 -0.1773
H 0.8463 2.4176 -1.5013
H -1.3401 1.4061 -1.3083
H -1.4863 3.0204 -0.5853
Br 3.3170 1.1092 -2.2447
C 2.4799 -0.1146 -3.5040
C 0.9849 -0.1329 -3.3349
Br 0.4642 -1.1276 -1.7479
H 2.9275 -1.0895 -3.3397
H 2.7493 0.2499 -4.4935
H 0.5064 -0.6374 -4.1724
H 0.5729 0.8667 -3.2331
Br -1.7862 5.4380 1.0638
C -3.5201 6.2975 0.8823
C -4.4903 5.4033 0.1568
Br -4.0907 5.3122 -1.7471
H -3.3536 7.2386 0.3681
H -3.8698 6.4929 1.8941
H -5.5048 5.7895 0.2294
H -4.4640 4.3818 0.5229
Br 2.6027 -7.9782 4.0312
C 1.6722 -7.8273 5.7323
C 0.1810 -7.7314 5.5385
Br -0.3489 -5.9678 4.9155
H 2.0866 -6.9603 6.2382
H 1.9296 -8.7286 6.2850
H -0.3375 -7.8766 6.4844
H -0.1864 -8.4490 4.8118
Br -3.8714 4.9712 -5.7026
C -5.0830 6.4254 -6.1499
C -6.0735 6.6758 -5.0441
Br -7.4644 5.3167 -5.0017
H -5.5595 6.1612 -7.0882
H -4.4493 7.2974 -6.2969
H -6.5916 7.6187 -5.2052
H -5.6098 6.6784 -4.0622
Br -0.2607 0.8627 -6.7049
C -1.0113 1.5539 -8.3617
C -2.3351 2.2332 -8.1336
Br -3.7644 0.9475 -7.8360
H -1.0863 0.7145 -9.0450
H -0.2793 2.2652 -8.7381
H -2.6307 2.7987 -9.0146
H -2.3232 2.8911 -7.2716